C43H34AsNO3P2PtS3 as an isolated structure. Source: OMol25; level of theory: the ωB97M-V functional and the def2-TZVPD basis.

Calculated values
⟨S²⟩   6.03
Total energy   -167939.730 eV
Relative energy (zero: lowest compared OMol25 entry of this formula, charge and spin)   0.000 eV
Kohn-Sham gap (alpha / beta)   7.32 / 6.74 eV
Total charge   0
Multiplicity   5

Last column: Mulliken charge in e.
Positions of all 88 atoms, in Å:
1 Pt -0.115 0.612 -0.084  3.0329
2 S -0.033 -2.562 1.926  -0.3757
3 P 0.412 -0.857 2.868  1.4630
4 C 0.892 0.321 1.675  -1.6759
5 P 1.939 1.719 1.784  1.4389
6 S 2.193 2.250 -0.112  -0.6031
7 C 3.538 1.243 2.504  0.5107
8 C 4.040 1.721 3.705  -0.2126
9 C 5.268 1.264 4.151  -0.6962
10 C 5.988 0.345 3.405  -0.5384
11 C 5.482 -0.131 2.204  -0.7426
12 C 4.257 0.317 1.756  -0.7087
13 C 1.297 3.120 2.768  0.3112
14 C 0.610 2.935 3.961  0.2581
15 C 0.087 4.029 4.628  -0.9049
16 C 0.249 5.302 4.106  -0.5926
17 C 0.946 5.487 2.924  -0.7873
18 C 1.465 4.397 2.249  -0.9303
19 C 1.761 -1.160 4.050  0.1098
20 C 2.780 -2.026 3.664  -0.6772
21 C 3.882 -2.202 4.480  -0.7100
22 C 3.981 -1.504 5.673  -0.4220
23 C 2.967 -0.640 6.053  -0.8370
24 C 1.858 -0.464 5.248  -0.0179
25 C -1.044 -0.266 3.800  0.2564
26 C -1.442 -0.929 4.955  -0.4435
27 C -2.578 -0.506 5.620  -0.6503
28 C -3.314 0.562 5.133  -0.6804
29 C -2.929 1.202 3.966  -0.8130
30 C -1.793 0.790 3.297  -0.1447
31 H 3.482 2.445 4.281  0.4335
32 H 5.667 1.628 5.087  0.4351
33 H 6.948 -0.001 3.756  0.4059
34 H 6.042 -0.848 1.622  0.4409
35 H 3.839 -0.031 0.818  0.4213
36 H 0.480 1.939 4.358  0.3618
37 H -0.458 3.885 5.550  0.4652
38 H -0.171 6.156 4.617  0.4107
39 H 1.072 6.483 2.525  0.4111
40 H 1.997 4.524 1.315  0.4328
41 H 2.686 -2.566 2.732  0.3585
42 H 4.663 -2.887 4.187  0.4298
43 H 4.845 -1.634 6.308  0.4179
44 H 3.037 -0.094 6.983  0.4225
45 H 1.066 0.200 5.564  0.2836
46 H -0.863 -1.768 5.317  0.5020
47 H -2.901 -1.022 6.512  0.4231
48 H -4.195 0.895 5.664  0.4196
49 H -3.517 2.013 3.566  0.5679
50 H -1.485 1.294 2.390  0.2610
51 S -1.980 -1.258 0.375  -0.2697
52 C -1.971 -2.213 -1.081  0.8850
53 C -2.858 -3.294 -1.131  -0.6126
54 C -2.888 -4.122 -2.233  -0.5776
55 C -2.036 -3.895 -3.307  -0.7980
56 C -1.178 -2.810 -3.278  -0.2742
57 C -1.143 -1.952 -2.184  -0.4578
58 As 0.138 -0.492 -2.221  0.4105
59 C 1.681 -1.512 -2.858  0.1313
60 C 2.221 -2.475 -2.008  -0.3828
61 C 3.254 -3.288 -2.447  -0.7094
62 C 3.760 -3.136 -3.730  -0.4488
63 C 3.241 -2.164 -4.569  -0.7153
64 C 2.206 -1.350 -4.135  -0.0284
65 C -0.323 0.658 -3.720  0.1782
66 C 0.512 1.764 -3.876  -0.3639
67 C 0.225 2.728 -4.823  -0.8080
68 C -0.896 2.590 -5.628  -0.4415
69 C -1.730 1.493 -5.478  -0.6584
70 C -1.457 0.535 -4.513  -0.3346
71 H -3.506 -3.475 -0.286  0.4671
72 H -3.568 -4.960 -2.250  0.3869
73 H -2.027 -4.565 -4.154  0.4064
74 H -0.500 -2.623 -4.106  0.4881
75 H 1.811 -2.586 -1.006  0.4440
76 H 3.670 -4.043 -1.795  0.4406
77 H 4.568 -3.768 -4.071  0.3735
78 H 3.643 -2.041 -5.564  0.4150
79 H 1.791 -0.590 -4.791  0.3657
80 H 1.383 1.867 -3.228  0.4074
81 H 0.869 3.591 -4.920  0.4120
82 H -1.132 3.358 -6.351  0.3799
83 H -2.610 1.384 -6.098  0.3851
84 H -2.139 -0.296 -4.370  0.3853
85 O -3.197 3.119 -0.585  -0.6755
86 N -2.233 2.411 -0.500  0.9234
87 O -1.921 1.612 -1.402  -0.6196
88 O -1.500 2.438 0.515  -0.6301

---

C43H34ClOP2PdS as an isolated structure. Source: OMol25; level of theory: the ωB97M-V functional and the def2-TZVPD basis.

Calculated values
Total energy   -92599.567 eV
Relative energy (zero: lowest compared OMol25 entry of this formula, charge and spin)   1.674 eV
Kohn-Sham gap (alpha / beta)   6.63 / 6.63 eV
Total charge   +1

Last column: Mulliken charge in e.
Positions of all 83 atoms, in Å:
1 Pd -0.464 0.314 -0.267  0.9381
2 O 2.570 -0.047 0.988  -0.6661
3 S 1.238 -0.639 1.195  1.8401
4 C 1.110 -1.046 2.946  0.6193
5 C 2.158 -1.758 3.513  -0.5717
6 C 2.141 -2.045 4.869  -0.9033
7 C 1.085 -1.603 5.653  -0.9148
8 C 0.078 -0.828 5.090  -0.7212
9 C 0.083 -0.518 3.733  -0.1609
10 P -1.105 0.786 3.210  -0.7515
11 C 0.144 1.957 2.516  0.1914
12 C 1.306 2.129 3.276  -0.0379
13 C 2.307 2.996 2.870  -0.7001
14 C 2.161 3.721 1.697  -1.0191
15 C 0.995 3.596 0.964  -0.6385
16 C -0.019 2.736 1.371  1.1235
17 C -1.938 -0.021 1.775  -0.0115
18 C -2.058 -1.431 1.799  0.0524
19 C -2.925 -2.097 0.957  -0.6745
20 C -3.721 -1.380 0.071  -1.0232
21 C -3.626 -0.006 0.029  -0.5590
22 C -2.734 0.690 0.860  -0.3322
23 C 1.305 -2.267 0.402  1.3400
24 C 1.400 -3.492 1.042  -0.7593
25 C 1.571 -4.647 0.288  -1.0529
26 C 1.658 -4.574 -1.092  -0.8749
27 C 1.520 -3.350 -1.733  -0.6945
28 C 1.327 -2.189 -0.995  -0.6412
29 P 0.863 -0.618 -1.825  1.7444
30 C 0.002 -1.222 -3.304  0.3998
31 C 0.623 -1.347 -4.544  -0.3258
32 C -0.082 -1.868 -5.620  -0.7512
33 C -1.399 -2.272 -5.462  -0.7187
34 C -2.021 -2.157 -4.225  -0.5929
35 C -1.325 -1.628 -3.150  -0.5259
36 C 2.361 0.200 -2.392  0.3112
37 C 3.615 -0.163 -1.911  -0.3821
38 C 4.740 0.532 -2.332  -0.8304
39 C 4.616 1.589 -3.223  -0.5940
40 C 3.364 1.956 -3.702  -0.9742
41 C 2.236 1.266 -3.288  -0.2509
42 H 2.992 -2.068 2.894  0.6981
43 H 2.956 -2.605 5.309  0.4491
44 H 1.062 -1.826 6.712  0.4508
45 H -0.709 -0.423 5.716  0.4280
46 H 1.443 1.566 4.191  0.4210
47 H 3.203 3.095 3.468  0.4358
48 H 2.946 4.390 1.368  0.4134
49 H 0.876 4.191 0.063  0.3597
50 H -0.932 2.706 0.801  -0.2446
51 H -1.478 -2.002 2.511  0.3499
52 H -3.002 -3.176 1.009  0.4687
53 H -4.427 -1.896 -0.568  0.4478
54 H -4.275 0.548 -0.629  0.8421
55 H -2.781 1.770 0.890  0.6117
56 H 1.332 -3.565 2.117  0.5433
57 H 1.636 -5.605 0.788  0.4635
58 H 1.806 -5.471 -1.678  0.4562
59 H 1.530 -3.302 -2.815  0.5372
60 H 1.655 -1.040 -4.668  0.4931
61 H 0.401 -1.959 -6.585  0.4667
62 H -1.944 -2.674 -6.307  0.4033
63 H -3.050 -2.469 -4.101  0.5110
64 H -1.809 -1.517 -2.186  0.2372
65 H 3.714 -0.971 -1.198  0.3955
66 H 5.715 0.248 -1.959  0.4584
67 H 5.496 2.128 -3.549  0.4138
68 H 3.267 2.776 -4.401  0.4490
69 H 1.265 1.541 -3.680  0.5303
70 Cl -3.816 0.873 -3.326  -0.1389
71 C -3.535 2.277 -2.350  0.3619
72 C -4.597 3.138 -2.134  -0.3996
73 C -4.406 4.311 -1.422  -0.5841
74 C -3.134 4.638 -0.973  -0.8053
75 C -2.083 3.770 -1.191  0.1548
76 C -2.250 2.529 -1.830  -0.0985
77 C -1.139 1.635 -2.058  -1.8286
78 H -5.569 2.893 -2.541  0.4824
79 H -5.237 4.984 -1.257  0.4187
80 H -2.962 5.580 -0.468  0.4294
81 H -1.081 4.053 -0.889  0.3202
82 H -0.128 2.021 -2.027  0.6145
83 H -1.297 0.825 -2.749  0.6769

---

> Which of these has the highest relative energy (zero: lowest compared OMol25 entry of this formula, charge and spin)?

C43H34ClOP2PdS